No. 1
Computed, not measured: a molecular structure, C11H10BrNReSe at a distorted geometry, with the ωB97M-V functional and the def2-TZVPD basis.

```
25
Properties=species:S:1:pos:R:3:forces:R:3:nbo_charge:R:1
C -1.0939 -0.7312 -1.6940 -1.2 -0.7 -0.4 -0.29
C -1.1631 -1.7494 -0.6836 -1.7 -0.4 -0.1 -0.28
C -1.8824 -1.1965 0.4491 -0.8 -0.5 -0.9 -0.22
H -0.7882 -2.7542 -0.7747 0.1 0.0 0.2 0.29
C -2.2726 0.1416 0.1179 -0.6 -0.8 -0.5 -0.23
C -1.7684 0.4476 -1.1870 -0.6 -0.7 0.0 -0.25
H -1.9754 1.3504 -1.7495 0.3 0.0 0.2 0.26
H -0.7143 -0.8734 -2.6962 0.1 0.1 0.1 0.25
H -2.1342 -1.7324 1.3478 0.2 0.1 0.2 0.29
H -2.9048 0.7853 0.7167 0.5 0.0 0.1 0.27
Re -0.0682 -0.1102 0.0396 -0.8 0.8 2.2 0.93
Br 0.9686 -2.1953 1.5602 0.6 -1.6 -0.3 -0.45
C 1.9293 1.1319 0.5220 1.3 0.4 -1.1 -0.26
C 1.0807 1.9060 -0.3468 0.8 -0.7 -0.1 -0.26
C 0.8981 1.1619 -1.5580 2.2 0.6 -0.3 -0.28
H 0.7015 2.9048 -0.1553 -0.1 -0.3 0.1 0.26
C 1.6347 -0.0856 -1.4306 0.5 1.4 -0.1 -0.30
C 2.2961 -0.0731 -0.1611 0.3 1.1 0.0 -0.21
H 2.9669 -0.8398 0.1975 -0.3 0.1 0.0 0.28
H 2.2685 1.4288 1.5040 -0.2 -0.1 -0.1 0.27
H 0.4227 1.5270 -2.4651 -0.1 -0.2 0.4 0.25
H 1.7689 -0.8310 -2.2088 -0.2 0.1 0.3 0.26
Se -0.0024 0.0082 5.1574 0.1 -0.2 -1.8 -0.13
C -0.0370 0.0837 3.3332 -0.5 1.1 -0.1 0.23
N -0.1311 0.2949 2.1651 0.2 0.4 1.9 -0.67
```
Positions in Å, forces in eV/Å.

**HOMO energy (alpha / beta)**: -6.418 / -7.448 eV
**Total charge**: 0
**Frontier orbital gap (alpha / beta)**: 6.57 / 4.93 eV
**Multiplicity**: 4
**Expectation value of S²**: 3.772

No. 2
Computed, not measured: 4 unconnected molecules or ions with the total composition C2H10O2S2 at a distorted geometry, with the ωB97M-V functional and the def2-TZVPD basis.

```
16
Properties=species:S:1:pos:R:3:forces:R:3:nbo_charge:R:1
C -0.7648 0.1774 -1.8753 -0.8 0.1 -0.1 -0.60
C -0.0269 1.2859 -1.1083 1.6 -0.5 -1.2 -0.62
S 1.6063 0.8387 -1.4682 0.1 0.5 0.5 0.33
S -2.0672 0.0488 1.0962 0.0 0.1 -0.4 -0.46
H -0.9764 -0.6264 -1.2004 -0.1 -0.4 0.3 0.24
H -1.6941 0.6051 -2.2492 -0.2 0.0 0.0 0.25
H -0.2245 -0.2322 -2.7203 0.1 0.0 -0.3 0.22
H -0.1539 2.2823 -1.4949 -0.6 0.4 0.4 0.24
H -0.2875 1.1309 -0.0251 -0.6 0.1 0.5 0.31
H -2.8898 0.6836 1.9409 0.2 0.3 0.1 0.13
H -0.1872 -2.8147 2.0413 0.0 -0.3 0.1 0.49
H -0.6892 -1.3816 1.7218 -0.1 0.1 0.2 0.49
O 0.0725 -1.9832 1.6505 -0.7 -0.6 0.0 -0.97
H 2.0290 -0.2704 0.3162 0.1 -0.3 -0.2 0.43
H 1.3144 -1.1791 1.3232 -0.4 -0.5 0.2 0.48
O 2.1109 -0.6643 1.1867 1.4 1.0 0.1 -0.95
```
Positions in Å, forces in eV/Å.

**HOMO energy**: -8.714 eV
**Total charge**: 0
**Energy relative to the best compared isomer or geometry (same formula, charge and spin)**: 531.12 kJ/mol
**Frontier orbital gap**: 4.05 eV

No. 3
Computed, not measured: a molecular structure, C24H42As2F12HfN6 at a distorted geometry, with the ωB97M-V functional and the def2-TZVPD basis.

```
87
Properties=species:S:1:pos:R:3:forces:R:3:lowdin_charge:R:1
Hf 2.0272 1.1867 -3.1734 -4.3 -3.3 9.9 2.32
As -0.1700 0.4371 0.3406 -3.0 -1.0 2.0 0.86
F 1.1108 0.7930 1.4170 0.0 -0.1 -0.6 -0.20
F -1.2774 0.1565 1.6518 0.5 0.5 -0.7 -0.22
F -1.4919 0.1182 -0.8286 1.2 0.7 0.4 -0.26
F 1.0140 0.5274 -1.0394 0.4 0.7 -1.6 -0.39
F 0.1114 -1.2969 0.3195 0.5 0.8 -0.4 -0.24
F -0.5603 2.1782 0.2850 0.6 -1.3 -0.4 -0.25
As 4.5187 -0.1562 -0.0293 1.8 -1.2 3.6 0.88
F 3.9034 1.2709 0.8544 0.3 -1.4 -0.9 -0.24
F 5.8147 0.8032 -0.6631 -0.9 -0.3 -0.1 -0.22
F 4.9771 -1.4831 -1.0788 -0.4 1.0 0.1 -0.24
F 3.1487 -1.1728 0.4403 0.6 1.3 -0.6 -0.24
F 3.4561 0.5288 -1.4013 -1.2 1.1 -3.5 -0.42
F 5.4517 -0.7168 1.3336 -0.9 0.6 -1.4 -0.20
C -4.0754 -5.2079 1.6542 -1.1 0.8 -0.4 -0.10
C -2.8109 -4.4297 1.3511 0.0 -0.3 -0.7 -0.26
C -3.1001 -2.9834 0.9653 0.1 0.6 -0.1 -0.18
C -3.9022 -2.7913 -0.2712 0.2 -0.3 0.6 -0.19
N -4.5212 -2.6278 -1.2274 0.3 0.0 0.0 0.17
H -4.5924 -4.7006 2.4732 0.3 -0.6 0.6 0.08
H -3.9896 -6.2851 1.7634 0.3 0.1 0.4 0.08
H -4.8427 -5.0495 0.8880 0.4 -0.2 -0.5 0.07
H -2.2591 -4.8283 0.4944 -0.1 -0.4 0.1 0.10
H -2.1165 -4.4477 2.1911 -0.1 0.1 0.1 0.12
H -2.1381 -2.4942 0.7949 -0.1 0.2 0.0 0.09
H -3.5873 -2.4197 1.7627 -0.1 -0.1 0.0 0.13
C -3.2339 5.9492 -0.2865 0.3 0.5 1.2 -0.09
C -2.0973 5.0085 -0.6340 1.0 -0.3 -0.5 -0.25
C -2.4706 3.9184 -1.6868 0.0 0.4 0.8 -0.13
C -1.2700 3.2550 -2.1658 -0.2 0.2 -0.2 -0.17
N -0.2880 2.7685 -2.5003 1.7 -0.8 -1.2 0.12
H -3.9814 5.5044 0.3707 -0.1 -0.3 -0.4 0.09
H -3.7139 6.4928 -1.0982 0.1 -0.4 -0.3 0.09
H -2.8162 6.7312 0.3531 0.1 0.1 -0.1 0.08
H -1.5854 4.5574 0.2188 -0.8 -0.3 0.4 0.10
H -1.2206 5.5330 -1.0304 -0.4 0.5 -0.5 0.11
H -3.0027 4.4345 -2.4860 0.2 -0.3 -0.3 0.14
H -3.1180 3.1404 -1.2781 -0.1 0.0 0.1 0.14
C 0.8222 -5.0708 -2.9949 0.1 -0.1 1.0 -0.09
C 2.0624 -4.8245 -2.1320 0.6 0.2 -1.3 -0.22
C 2.0612 -3.5250 -1.3175 0.5 0.2 -0.3 -0.13
C 2.0678 -2.2581 -2.0492 -0.4 -0.6 0.0 -0.11
N 2.0807 -1.2658 -2.6274 0.4 2.3 -1.4 0.09
H 0.8120 -4.2748 -3.7412 -0.4 -0.1 -0.2 0.07
H -0.0936 -5.0750 -2.4007 -0.1 0.1 -0.1 0.07
H 0.8817 -6.0390 -3.4877 0.1 0.1 -0.1 0.09
H 2.8588 -4.7917 -2.8812 0.4 0.2 0.3 0.12
H 2.3961 -5.5941 -1.4378 -0.6 -0.2 0.0 0.13
H 3.0330 -3.4631 -0.8174 -0.2 0.0 0.6 0.14
H 1.2137 -3.5219 -0.6309 0.2 0.3 0.3 0.14
C 4.2700 5.3729 0.4834 0.3 0.2 0.0 -0.09
C 3.4488 4.6425 1.5439 1.9 -1.7 -0.1 -0.22
C 2.1130 4.1337 1.0203 -1.1 1.2 -0.1 -0.14
C 2.1750 3.3766 -0.2061 0.7 -0.5 0.0 -0.15
N 2.2427 2.7739 -1.1800 0.0 -0.6 -2.7 0.10
H 3.6172 5.9670 -0.1589 0.3 0.4 0.1 0.08
H 4.8948 4.7438 -0.1550 -0.5 -0.5 -0.1 0.08
H 5.0400 5.9749 0.9653 -0.4 0.4 0.0 0.09
H 3.4865 5.1739 2.4920 -1.1 0.3 -0.2 0.13
H 4.0195 3.7441 1.8025 0.0 -0.1 0.0 0.11
H 1.5287 5.0032 0.6845 -0.2 0.1 0.2 0.14
H 1.4514 3.5751 1.6872 0.3 -0.1 0.2 0.14
C -3.9722 -0.3174 -3.8910 0.1 0.7 1.0 -0.09
C -3.0672 -1.4955 -4.2749 -2.0 0.9 -1.2 -0.23
C -1.9737 -1.7445 -3.2628 -0.6 -1.0 -0.5 -0.15
C -0.9847 -0.7066 -3.3272 0.1 -0.6 0.5 -0.12
N -0.1581 0.0864 -3.3953 2.6 1.5 -0.9 0.07
H -4.6501 0.1751 -4.5872 0.1 -0.8 -0.6 0.08
H -3.4168 0.5548 -3.5223 0.4 -0.2 0.1 0.06
H -4.5768 -0.6521 -3.0463 -0.1 0.1 0.0 0.06
H -2.6903 -1.4149 -5.2968 0.3 0.1 0.1 0.12
H -3.7276 -2.3628 -4.3119 0.3 -0.2 0.2 0.12
H -1.6067 -2.7235 -3.5877 1.0 0.2 0.3 0.14
H -2.4015 -1.9224 -2.2733 0.2 0.6 0.2 0.10
C 1.0351 1.2339 5.0627 1.1 0.3 -0.2 -0.10
C 1.6542 -0.1745 5.2212 0.0 0.1 1.0 -0.25
C 0.5784 -1.2451 5.4781 0.5 0.2 -1.2 -0.19
C 1.1982 -2.5714 5.5185 -0.5 -0.1 0.5 -0.24
N 1.6389 -3.6303 5.5678 0.1 0.1 -0.1 0.14
H 1.8178 1.9961 5.0043 0.3 -0.2 -0.2 0.06
H 0.4473 1.6315 5.8904 -0.3 -0.7 0.2 0.08
H 0.4703 1.3376 4.1354 -0.2 -0.2 0.1 0.05
H 2.3749 -0.2663 6.0389 -0.3 0.6 0.4 0.11
H 2.3139 -0.4980 4.4137 -0.5 0.3 -0.6 0.10
H -0.0545 -1.2306 4.5865 -0.4 -0.1 0.2 0.11
H -0.0332 -1.0398 6.3537 0.1 -0.1 0.1 0.12
```
Positions in Å, forces in eV/Å.

**HOMO energy**: -14.266 eV
**Total charge**: +2
**Energy relative to the best compared isomer or geometry (same formula, charge and spin)**: 217.67 kJ/mol
**Frontier orbital gap**: 2.69 eV

No. 4
Computed, not measured: 2 unconnected molecules or ions with the total composition C6H18N at a distorted geometry, with the ωB97M-V functional and the def2-TZVPD basis.

```
25
Properties=species:S:1:pos:R:3:forces:R:3:nbo_charge:R:1
C -0.5338 -1.4796 -2.4397 0.0 0.0 -0.1 -0.61
C 1.0931 -0.5646 -0.7752 0.0 0.0 -0.1 -0.61
C -1.3653 -0.3309 -0.3797 0.0 0.0 0.0 -0.61
C -0.2789 -2.5769 -0.2068 0.0 -0.1 0.1 -0.61
C -0.2712 -1.2380 -0.9504 0.0 -0.1 0.0 -0.06
H -0.5313 -0.5233 -2.9893 0.0 -0.4 0.1 0.21
H -1.5141 -1.9648 -2.5822 0.4 0.2 0.0 0.22
H 0.2469 -2.1322 -2.8655 -0.3 0.2 0.1 0.22
H 1.1142 0.4021 -1.3058 0.1 -0.2 0.0 0.19
H 1.2968 -0.3839 0.2937 0.1 -0.1 -0.2 0.18
H 1.8924 -1.2067 -1.1819 -0.2 0.4 0.2 0.24
H -2.3551 -0.8029 -0.4987 0.3 0.3 0.1 0.24
H -1.1897 -0.1474 0.6937 -0.1 -0.1 -0.1 0.18
H -1.3723 0.6385 -0.9058 -0.1 -0.2 0.1 0.19
H -1.2563 -3.0746 -0.3238 0.4 0.1 0.1 0.22
H 0.5047 -3.2420 -0.6071 -0.3 0.2 0.2 0.22
H -0.0909 -2.4191 0.8685 -0.1 -0.2 -0.3 0.20
C 0.6725 2.4503 2.7328 0.1 -0.3 1.1 -0.44
N 0.4786 2.8144 1.2940 0.0 0.2 -0.4 -0.68
H -0.2258 1.9438 3.1243 0.4 0.3 -0.4 0.25
H 0.8569 3.3554 3.3356 -0.1 -0.3 -0.5 0.25
H 1.5352 1.7721 2.8435 -0.4 0.3 -0.3 0.25
H 0.3043 1.9639 0.7213 0.1 0.5 0.2 0.46
H -0.3341 3.4540 1.1844 0.6 -0.5 0.0 0.45
H 1.3232 3.2924 0.9202 -0.6 -0.3 0.2 0.45
```
Positions in Å, forces in eV/Å.

**HOMO energy**: -14.202 eV
**Total charge**: +1
**Energy relative to the best compared isomer or geometry (same formula, charge and spin)**: 3.29 kJ/mol
**Frontier orbital gap**: 10.29 eV

Number 1: calculated total energy -5533.4954 hartree. Number 2: calculated total energy -1028.8566 hartree. Number 3: calculated total energy -6985.6351 hartree. Number 4: calculated total energy -293.9065 hartree.